{
  "formula": "C3H9N2O",
  "method": "ωB97M-V/def2-TZVPD",
  "charge": 1,
  "de_lowest_kcal_mol": 20.8,
  "elements": ["C", "N", "C", "O", "C", "N", "H", "H", "H", "H", "H", "H", "H", "H", "H"],
  "positions_angstrom": [[-0.52, -2.08, -0.49], [-1.25, -0.84, -0.18], [-0.75, 0.39, -0.07], [-1.32, 1.43, -0.31], [0.63, 0.53, 0.63], [1.15, 1.85, 0.22], [-0.33, -2.10, -1.57], [0.47, -2.13, -0.06], [-1.16, -2.93, -0.27], [-2.24, -0.97, -0.33], [0.40, 0.52, 1.68], [1.30, -0.29, 0.42], [1.60, 2.34, 0.99], [1.72, 1.87, -0.62], [0.30, 2.42, -0.05]]
}

{
  "formula": "C33H29CaN10O2S3",
  "method": "ωB97M-V/def2-TZVPD",
  "charge": -1,
  "de_lowest_kcal_mol": 0.0,
  "elements": ["Ca", "C", "N", "C", "C", "N", "C", "C", "C", "C", "C", "C", "N", "C", "N", "C", "C", "C", "C", "C", "C", "N", "H", "H", "H", "H", "H", "H", "H", "H", "H", "H", "H", "H", "H", "H", "H", "N", "N", "C", "O", "O", "H", "H", "H", "S", "C", "S", "C", "N", "N", "C", "C", "C", "C", "C", "C", "S", "H", "H", "H", "H", "H", "C", "C", "C", "C", "C", "C", "C", "C", "N", "H", "H", "H", "H", "H", "H"],
  "positions_angstrom": [[1.50, -0.26, 1.28], [-1.99, -0.02, 1.76], [-1.16, -0.80, 0.87], [-1.64, -2.16, 0.51], [-0.48, -3.05, 0.37], [0.67, -2.77, 0.94], [1.50, -3.86, 0.60], [2.84, -4.02, 0.84], [3.53, -4.96, 0.14], [2.85, -5.77, -0.81], [1.47, -5.71, -0.95], [0.82, -4.73, -0.24], [-0.51, -4.23, -0.32], [-1.29, 0.31, 3.01], [0.02, 0.33, 3.14], [0.28, 0.86, 4.42], [1.49, 1.24, 4.99], [1.44, 1.82, 6.23], [0.20, 2.02, 6.95], [-1.01, 1.71, 6.32], [-0.93, 1.17, 5.03], [-1.92, 0.74, 4.12], [-2.28, 0.90, 1.23], [-2.91, -0.54, 2.01], [-0.92, -0.27, -0.01], [-2.30, -2.52, 1.32], [-2.21, -2.23, -0.40], [3.33, -3.29, 1.50], [4.60, -5.05, 0.16], [3.39, -6.45, -1.44], [1.01, -6.26, -1.72], [-1.29, -4.60, -0.80], [2.42, 0.90, 4.54], [2.34, 2.16, 6.72], [0.28, 2.48, 7.94], [-1.97, 1.87, 6.79], [-2.85, 1.04, 4.14], [3.47, -0.88, -0.13], [4.55, -1.15, 0.70], [4.45, -0.96, 2.07], [5.53, -0.90, 2.63], [3.26, -0.86, 2.57], [3.26, -1.64, -0.78], [3.62, -0.03, -0.65], [5.48, -1.14, 0.34], [1.10, 0.83, -7.19], [0.71, 0.32, -5.64], [1.79, -0.43, -4.49], [0.42, -0.46, -3.33], [-0.64, 0.06, -3.82], [-0.49, 0.52, -5.07], [-1.68, 0.91, -5.80], [-2.37, -0.10, -6.46], [-3.54, 0.23, -7.14], [-3.97, 1.57, -7.13], [-3.28, 2.58, -6.43], [-2.12, 2.24, -5.70], [0.59, -1.15, -1.79], [-1.98, -1.13, -6.50], [-4.07, -0.53, -7.73], [-4.79, 1.86, -7.80], [-3.57, 3.61, -6.42], [-1.55, 2.97, -5.08], [1.56, 2.17, 0.44], [0.29, 2.79, 0.66], [-0.86, 2.70, -0.26], [-2.11, 3.16, 0.16], [-2.26, 3.84, 1.39], [-1.11, 3.97, 2.24], [0.07, 3.47, 1.88], [-3.56, 4.00, 1.99], [-4.61, 3.95, 2.48], [2.36, 2.50, 1.10], [1.83, 1.82, -0.53], [-0.77, 2.21, -1.16], [-2.97, 3.01, -0.49], [-1.22, 4.52, 3.16], [0.90, 3.55, 2.55]]
}

Which highest occupied orbital energy belongs to each record? In order, -14.24; -4.17 eV.